A 2-piece molecular cluster, C4H14N2O overall. Source: the OMol25 dataset; level of theory: ωB97M-V/def2-TZVPD.

## Properties
Energy relative to the best compared isomer or geometry (same formula, charge and spin): 242.96 kJ/mol
Gap between HOMO and LUMO: 0.350 hartree
Total charge: 0
Structure (SMILES): CNCCNC.O
HOMO level: -8.65 eV

Structure (XYZ):
```
21
Properties=species:S:1:pos:R:3:forces:R:3
C -2.87919 -1.57171 -0.08565 0.59 2.16 0.23
N -1.76164 -0.63809 0.21228 1.12 -1.13 -0.24
C -0.92580 -0.50034 -1.02595 1.01 -0.70 -0.63
C 0.34455 0.42558 -0.82899 -1.85 0.24 2.48
N 1.31788 -0.02006 0.23624 -1.76 0.30 -1.55
C 2.61096 -0.12574 -0.31123 2.43 -0.66 -0.22
H -3.26399 -1.27387 -1.03796 -0.40 -0.36 -0.72
H -3.63300 -1.38127 0.63520 -0.90 -0.01 0.74
H -2.57110 -2.57510 -0.01060 0.25 -1.46 -0.41
H -1.24028 -1.18891 0.93756 0.05 1.23 -0.95
H -0.58390 -1.53048 -1.43337 -0.65 1.38 0.43
H -1.55630 0.04322 -1.81649 0.75 -0.98 1.05
H 0.91411 0.59263 -1.77450 -0.87 0.24 0.70
H -0.25225 1.28578 -0.36692 1.33 -0.12 -1.15
H 1.32946 0.52978 1.07922 -0.33 0.30 -0.06
H 3.17275 -0.74691 0.39000 0.65 0.55 0.16
H 2.59701 -0.80006 -1.15674 -0.24 -0.02 -0.59
H 3.22986 0.79171 -0.65482 -1.15 -0.93 0.78
H 0.79010 2.95462 3.08291 0.44 -0.02 -0.47
H 0.91938 2.81028 1.57167 -0.38 0.01 -0.59
O 1.44141 2.91893 2.35816 -0.09 -0.01 1.00
```
Forces are in eV/Å.

=====

C43H62MnN4P2Si as an isolated structure. Source: the OMol25 dataset; level of theory: ωB97M-V/def2-TZVPD.

## Properties
Gap between HOMO and LUMO (spin up / spin down): 0.143 / 0.219 hartree
<S²>: 9.03
Total charge: 0
2S+1: 6
HOMO level (spin up / spin down): -3.51 / -5.58 eV

Structure (XYZ):
```
113
Properties=species:S:1:pos:R:3:forces:R:3
Mn 0.00000 0.00000 0.00000 -0.70 0.27 0.00
C -3.20562 1.21065 1.03687 -1.33 0.05 0.08
Si -2.20610 -0.17243 0.31177 0.08 -0.61 -0.46
C -2.49055 -0.39117 -1.52563 -1.28 -0.01 -0.45
C -3.50474 -1.25470 -1.99083 0.46 0.35 -0.23
C -3.69650 -1.46450 -3.35340 0.15 -0.09 -0.14
C -2.88238 -0.81409 -4.26841 -0.01 -0.06 0.07
C -1.88740 0.06072 -3.82357 -0.18 -0.07 -0.08
C -1.67286 0.30065 -2.45943 -0.91 -0.52 -1.11
P -0.48932 1.50732 -1.81783 -0.60 0.08 0.90
C -0.92390 3.14947 -2.56656 0.31 0.37 -0.12
C -2.38977 3.56212 -2.30474 -0.29 0.22 0.04
C -3.23429 3.60906 -3.57519 -0.09 -0.28 -0.04
C -2.65646 4.56165 -4.62023 -0.33 0.25 -0.30
C -1.13199 4.65067 -4.58719 0.17 0.18 0.01
C -0.49728 3.38258 -4.02384 0.08 0.11 -0.28
C 1.23251 1.19206 -2.38570 0.81 0.42 -1.72
C 2.09045 0.71426 -1.19487 2.42 0.82 -4.68
C 3.49315 0.23391 -1.57934 1.11 -0.38 -0.28
C 3.89209 0.64261 -2.98735 -0.10 0.31 -0.11
C 2.88807 0.13777 -4.01895 0.35 -0.08 -0.42
C 1.42123 0.27478 -3.58901 -0.01 -0.20 -0.22
C -2.53154 -1.80039 1.18950 -0.84 -0.06 0.20
C -3.83635 -2.09049 1.64473 0.49 -0.45 0.23
C -4.10878 -3.26958 2.33366 -0.13 0.27 -0.10
C -3.08530 -4.17175 2.58036 0.45 0.00 -0.06
C -1.78806 -3.89904 2.13771 -0.59 0.00 0.20
C -1.48352 -2.71877 1.44419 -0.74 -0.77 0.19
P 0.17747 -2.32571 0.81498 -1.97 -1.79 0.06
C 1.42959 -2.88694 2.06460 -0.75 -0.96 0.70
C 1.74496 -4.39355 2.13875 -0.01 -0.26 -0.10
C 2.24792 -4.85413 3.50861 -0.04 -0.07 0.09
C 3.12917 -3.79894 4.15576 0.24 -0.13 0.09
C 2.37099 -2.49257 4.39211 0.05 0.18 0.47
C 1.17455 -2.28959 3.45451 -0.61 -0.30 0.43
C 0.39046 -3.57274 -0.57775 0.03 0.29 -0.09
C -0.73055 -3.47533 -1.62447 -0.13 -0.07 0.05
C -0.54406 -4.47805 -2.76164 0.03 0.04 -0.03
C 0.81162 -4.30759 -3.43553 0.01 -0.20 -0.10
C 1.94772 -4.37154 -2.42095 0.00 0.04 -0.11
C 1.74485 -3.37288 -1.28151 -0.07 -0.83 -0.23
H -4.26089 1.12985 0.75856 -0.08 0.07 -0.02
H -2.84343 2.18467 0.69656 -0.19 -0.16 -0.25
H -3.14615 1.20496 2.12980 -0.31 -0.22 -0.25
H -4.14580 -1.79248 -1.29506 0.13 0.20 0.06
H -4.47424 -2.14127 -3.69557 0.07 0.05 -0.01
H -3.02398 -0.97604 -5.33346 0.05 0.03 0.11
H -1.29574 0.55457 -4.58309 0.07 0.04 0.09
H -0.31605 3.84093 -1.96455 0.06 -0.16 -0.04
H -2.39202 4.56910 -1.86463 0.02 -0.14 -0.02
H -2.88426 2.92005 -1.56921 0.18 -0.09 -0.03
H -4.25952 3.91263 -3.33350 0.14 -0.10 0.02
H -3.30676 2.60328 -4.00350 0.04 0.01 0.12
H -3.07071 5.56701 -4.47742 0.02 -0.12 -0.03
H -2.98754 4.23503 -5.61357 0.03 0.06 0.11
H -0.83080 5.50737 -3.97096 0.05 -0.11 -0.02
H -0.75350 4.84773 -5.59675 0.02 0.00 0.16
H 0.59216 3.48144 -4.08965 -0.10 -0.12 0.07
H -0.76760 2.54824 -4.67292 -0.09 -0.09 0.06
H 1.64069 2.17316 -2.65712 -0.14 0.13 -0.15
H 1.59191 -0.09370 -0.65153 0.96 -1.59 -1.63
H 2.18843 1.53602 -0.47192 1.98 1.03 -0.05
H 3.53786 -0.85831 -1.50039 0.07 0.50 -0.36
H 4.22307 0.61796 -0.85717 -0.18 -0.17 -0.07
H 4.88933 0.25460 -3.22396 -0.11 0.08 0.11
H 3.96289 1.73597 -3.04448 0.01 -0.08 0.00
H 3.09006 -0.91704 -4.24343 0.05 0.11 0.04
H 3.04802 0.68177 -4.95807 0.01 -0.11 0.12
H 1.02687 -0.72416 -3.36548 -0.16 0.17 0.12
H 0.86187 0.64342 -4.45406 -0.12 -0.02 0.27
H -4.65664 -1.39651 1.46942 0.19 0.01 -0.04
H -5.11784 -3.47838 2.67843 0.09 0.00 -0.04
H -3.29032 -5.09372 3.11835 0.05 0.10 -0.07
H -1.02988 -4.63906 2.35345 0.15 0.04 -0.05
H 2.35255 -2.41159 1.70033 -1.48 -1.67 1.04
H 2.52302 -4.62177 1.39855 0.00 0.04 -0.01
H 0.90273 -5.03135 1.86684 -0.07 0.05 -0.07
H 2.80187 -5.79343 3.39661 -0.11 0.08 0.04
H 1.39280 -5.06996 4.16111 0.08 0.06 0.00
H 3.99246 -3.60573 3.50603 -0.06 -0.09 -0.02
H 3.53258 -4.16994 5.10464 0.02 0.03 -0.13
H 3.07272 -1.65674 4.28273 -0.28 -0.51 0.35
H 2.01336 -2.45635 5.42813 -0.02 -0.03 -0.09
H 0.95401 -1.21633 3.39686 -0.24 -0.64 0.10
H 0.29160 -2.75841 3.90722 0.02 -0.02 -0.03
H 0.35239 -4.58257 -0.15768 0.11 -0.05 0.08
H -0.74105 -2.47103 -2.05692 -0.06 0.15 0.08
H -1.71135 -3.65227 -1.17090 0.12 0.20 0.10
H -1.34151 -4.34574 -3.50188 0.03 -0.02 0.13
H -0.63641 -5.49819 -2.36972 0.03 0.01 -0.02
H 0.84075 -3.34238 -3.95642 -0.02 0.00 0.04
H 0.94764 -5.08453 -4.19606 0.02 0.12 0.01
H 2.89914 -4.16589 -2.92438 -0.01 -0.06 0.08
H 2.01499 -5.38587 -2.00916 -0.01 0.05 0.01
H 1.80037 -2.35979 -1.69497 -0.22 0.05 -0.11
H 2.57976 -3.46776 -0.57983 -0.34 -0.52 -0.22
N 0.96509 1.55857 3.61786 1.04 -0.24 0.94
C -0.20922 2.26535 3.61462 -1.27 0.35 -0.86
C -0.82107 1.93155 2.42656 -0.21 0.98 0.78
N -0.05263 1.04590 1.71367 -1.87 1.63 0.53
C 1.00317 0.84851 2.45685 3.00 -1.10 0.55
C 1.97350 -0.02757 1.96620 -0.47 2.94 2.60
N 1.74672 -0.57856 0.80399 3.84 -1.45 0.25
C 2.84102 -1.37444 0.57505 2.39 1.31 -0.48
C 3.73309 -1.29365 1.62152 1.05 0.50 -1.82
N 3.15833 -0.42156 2.50899 0.85 0.61 0.89
H 1.66477 1.56613 4.34434 -0.24 -0.04 -0.23
H -0.49719 2.91899 4.42536 -0.01 -0.12 -0.22
H -1.77226 2.27971 2.04463 0.98 0.17 0.51
H 2.92550 -1.96131 -0.33048 0.14 0.56 1.11
H 4.68910 -1.76309 1.80330 -0.22 -0.01 -0.13
H 3.54364 -0.13006 3.39444 -0.13 -0.01 -0.45
H 1.22905 1.07594 -0.56588 -4.86 1.29 3.96
```
Forces are in eV/Å.

=====

A 2-piece molecular cluster, C5H14 overall. Source: the OMol25 dataset; level of theory: ωB97M-V/def2-TZVPD.

## Properties
Energy relative to the best compared isomer or geometry (same formula, charge and spin): 12.90 kJ/mol
Gap between HOMO and LUMO: 0.465 hartree
Total charge: 0
Structure (SMILES): CCC.CC
HOMO level: -11.46 eV

Structure (XYZ):
```
19
Properties=species:S:1:pos:R:3:forces:R:3
C 0.73911 1.32112 -0.85370 0.54 -0.16 0.14
C 1.95798 0.84751 -1.65991 -1.05 -0.38 0.14
C 0.94645 1.15220 0.65112 -0.25 0.49 0.06
H 0.61664 2.37902 -1.06625 -0.31 0.19 -0.04
H -0.15986 0.80486 -1.18991 0.01 -0.05 -0.04
H 2.10103 -0.22596 -1.52434 0.10 -0.01 0.01
H 2.85075 1.35835 -1.34030 0.39 0.24 -0.02
H 1.52459 1.99916 1.02389 0.41 -0.23 0.05
H 0.02052 1.21909 1.21918 -0.25 -0.16 -0.11
H 1.75323 1.02148 -2.71256 0.32 0.07 -0.19
H 1.42966 0.21130 0.91072 0.09 0.00 -0.02
C -1.78673 -1.54788 1.63953 -0.53 0.09 0.04
C -1.77763 -1.61003 0.11244 0.28 -0.96 0.46
H -1.55737 -2.51701 2.08247 0.30 0.06 0.00
H -1.14815 -0.76953 2.05462 0.22 -0.15 -0.05
H -2.80003 -1.32005 1.98474 0.03 0.08 -0.04
H -0.83527 -1.99834 -0.28397 0.20 0.45 0.10
H -2.00872 -0.64504 -0.32288 -0.14 -0.04 -0.26
H -2.47718 -2.39871 -0.17827 -0.34 0.45 -0.25
```
Forces are in eV/Å.

=====

A 2-piece molecular cluster, C4H11N3 overall. Source: the OMol25 dataset; level of theory: ωB97M-V/def2-TZVPD.

## Properties
Energy relative to the best compared isomer or geometry (same formula, charge and spin): 250.30 kJ/mol
Gap between HOMO and LUMO: 0.366 hartree
Total charge: 0
Structure (SMILES): C=CN=C.NCN
HOMO level: -8.88 eV

Structure (XYZ):
```
18
Properties=species:S:1:pos:R:3:forces:R:3
N -0.69673 0.42214 -3.27772 0.04 0.26 0.17
C 0.03862 0.68199 -2.03880 -0.11 0.10 0.16
N -0.27154 1.91113 -1.30367 -0.15 0.03 -0.39
H -1.69253 0.45658 -3.08171 0.01 -0.12 -0.06
H -0.51838 1.17793 -3.93236 0.00 -0.08 -0.06
H -0.14001 -0.14643 -1.35264 0.09 -0.02 -0.07
H 1.10045 0.72017 -2.28100 0.02 -0.14 0.00
H -0.11314 2.70673 -1.91697 0.06 0.02 0.12
H -1.26580 1.93102 -1.09374 0.07 -0.04 0.15
C 1.06787 -0.74679 1.65550 0.05 0.08 0.04
C 1.32302 -0.00666 2.72673 -0.06 -0.21 -0.29
C -0.97748 -1.72944 1.93321 0.20 0.04 0.10
N -0.22192 -1.04566 1.19093 -0.04 -0.09 -0.18
H 1.86279 -1.11767 1.02040 0.02 0.03 -0.08
H 0.50464 0.39754 3.30329 0.06 0.12 0.16
H 2.34578 0.22537 2.97396 0.02 0.10 0.18
H -1.98556 -1.95127 1.59904 -0.06 -0.03 0.08
H -0.62069 -2.10669 2.89885 -0.21 -0.04 -0.03
```
Forces are in eV/Å.

=====

C4H13NO as an isolated structure. Source: the OMol25 dataset; level of theory: ωB97M-V/def2-TZVPD.

## Properties
Energy relative to the best compared isomer or geometry (same formula, charge and spin): 663.11 kJ/mol
Gap between HOMO and LUMO: 0.238 hartree
Total charge: 0
HOMO level: -8.29 eV

Structure (XYZ):
```
19
Properties=species:S:1:pos:R:3:forces:R:3
C -0.13135 -1.90695 -1.07044 1.55 -1.88 -1.25
C 0.71263 -0.67093 -1.31709 3.47 0.69 -1.21
N 0.60350 0.46544 -0.39206 -0.21 -1.79 5.24
C 0.45298 0.33609 1.06817 5.88 2.17 -4.83
C 0.32163 1.70289 1.74009 1.29 -1.10 -1.48
H 0.18134 -2.64951 -1.98788 -1.63 1.95 1.81
H 0.19136 -2.60434 -0.22374 -0.54 1.49 -0.56
H -1.14140 -1.47713 -0.99183 -0.10 -1.16 -0.29
H 0.42419 -0.12419 -2.28525 0.25 -1.40 1.10
H 1.86800 -0.95288 -1.45982 -2.29 0.53 0.43
H -1.11376 -1.01706 1.54118 1.04 1.69 -0.41
H 1.29794 -0.19892 1.57812 -1.36 -0.62 -0.61
H -0.59100 -0.24915 1.27171 -3.04 -2.77 0.81
H -0.63405 2.03208 1.54554 -2.25 1.08 -0.16
H 1.01528 2.37703 1.17165 -0.38 -0.59 1.11
H 0.49283 1.52938 2.77824 0.32 0.58 0.75
H -1.88240 1.59016 -1.47619 0.05 -0.60 0.57
H -0.39288 0.90300 -0.69175 -1.89 0.94 -0.39
O -1.67483 0.91499 -0.79864 -0.15 0.79 -0.64
```
Forces are in eV/Å.

=====

One molecule with the formula C3H5IS. Source: the OMol25 dataset; level of theory: ωB97M-V/def2-TZVPD.

## Properties
Energy relative to the best compared isomer or geometry (same formula, charge and spin): 68.42 kJ/mol
Gap between HOMO and LUMO: 0.346 hartree
Total charge: 0
Structure (SMILES): SC/C=C/I
HOMO level: -9.16 eV

Structure (XYZ):
```
10
Properties=species:S:1:pos:R:3:forces:R:3
C 0.92903 0.36683 0.45240 -2.30 -0.21 1.26
C 1.80190 -0.18313 -0.34884 2.38 1.76 2.21
C -0.56846 -0.06418 0.26288 0.95 2.60 1.11
S -1.78357 1.30688 0.14777 2.23 2.20 -1.08
I 3.91995 0.08326 0.08928 -1.24 -0.18 -0.55
H 1.19750 1.02146 1.30178 -0.23 -0.50 -0.56
H 1.53281 -0.75398 -1.14588 -0.28 -1.72 -2.15
H -0.66691 -0.45426 -0.68684 0.00 -1.79 -1.59
H -1.02657 -0.61250 1.06675 0.49 -0.85 0.21
H -0.80481 2.17367 -0.55229 -2.01 -1.31 1.14
```
Forces are in eV/Å.

=====

- What is the formula in the first record?
  C4H14N2O